A structure of composition C21H19CrIN4O5. Source: the OMol25 dataset; level of theory: wB97M-V/def2-TZVPD.

Structure (XYZ):
```
51
Properties=species:S:1:pos:R:3
Cr 0.268 0.062 -0.065
O 3.835 1.869 0.101
C 2.745 1.448 -0.154
N 1.891 0.711 0.689
C 2.297 0.179 1.927
O 3.313 0.377 2.526
C 1.223 -0.712 2.505
C 1.395 -1.334 3.716
C 0.363 -2.117 4.205
C -0.809 -2.229 3.469
C -0.905 -1.570 2.259
N 0.102 -0.827 1.774
C 2.119 1.685 -1.514
C 2.802 2.367 -2.490
C 2.206 2.514 -3.733
C 0.949 1.972 -3.948
C 0.321 1.312 -2.912
N 0.890 1.174 -1.706
H 2.331 -1.193 4.241
H 0.466 -2.631 5.154
H -1.642 -2.823 3.821
H -1.792 -1.638 1.651
H 3.787 2.750 -2.257
H 2.721 3.039 -4.528
H 0.455 2.050 -4.907
H -0.649 0.863 -3.043
C -1.395 -3.773 -0.985
C -0.766 -2.536 -1.581
C -1.040 -2.406 -3.068
O -1.262 -1.346 -0.877
C 0.723 -2.525 -1.345
O 1.413 -3.436 -1.706
O 1.166 -1.424 -0.736
H -2.453 -3.844 -1.257
H -1.302 -3.774 0.104
H -0.875 -4.650 -1.372
H -2.118 -2.420 -3.266
H -0.578 -3.245 -3.593
H -0.616 -1.480 -3.461
H -2.223 -1.344 -0.889
I -3.228 1.117 -1.041
C -2.192 2.046 0.512
C -2.908 2.994 1.220
C -2.288 3.662 2.259
C -0.974 3.357 2.555
C -0.339 2.391 1.814
N -0.919 1.722 0.790
H -3.933 3.199 0.949
H -2.829 4.410 2.827
H -0.433 3.857 3.349
H 0.687 2.151 2.018
```

Output
Spin multiplicity ... 2
Total charge ... +1
Energy ... -2748.91807 Ha
Kohn-Sham gap (spin up / spin down) ... 8.1 / 8.2 eV